Entry 1:
{
  "formula": "C31H47IrN5O2S2SbSi3",
  "method": "ωB97M-V with the def2-TZVPD basis set",
  "symbols": ["Ir", "C", "Sb", "C", "C", "C", "C", "C", "C", "N", "Si", "C", "C", "C", "C", "C", "C", "C", "C", "C", "N", "Si", "C", "C", "C", "Si", "C", "C", "C", "H", "H", "H", "H", "H", "H", "H", "H", "H", "H", "H", "H", "H", "H", "H", "H", "H", "H", "H", "H", "H", "H", "H", "H", "H", "H", "H", "H", "H", "H", "H", "H", "H", "H", "H", "H", "H", "H", "S", "C", "C", "N", "C", "S", "C", "N", "O", "C", "O", "C", "N", "C", "C", "C", "H", "H", "H", "H", "H", "H", "H", "H", "H"],
  "xyz": [[-0.180, -0.890, 0.976], [-1.129, 2.295, -3.234], [0.017, 1.400, -1.584], [-1.453, 0.571, -0.080], [-2.305, -0.117, -0.989], [-3.563, -0.667, -0.680], [-4.224, -1.393, -1.641], [-3.642, -1.562, -2.898], [-2.421, -0.967, -3.136], [-1.779, -0.258, -2.224], [-2.150, 1.906, 1.088], [-3.273, 3.055, 0.051], [-0.624, 2.877, 1.717], [-3.146, 1.220, 2.563], [1.613, 0.005, -2.404], [1.010, -1.337, -2.422], [1.218, -2.194, -3.510], [0.602, -3.425, -3.565], [-0.218, -3.806, -2.514], [-0.350, -2.929, -1.458], [0.251, -1.742, -1.389], [2.105, 0.732, -4.134], [3.742, -0.012, -4.779], [2.357, 2.618, -3.941], [0.789, 0.393, -5.482], [3.104, 0.045, -1.140], [3.894, -1.682, -1.243], [2.563, 0.444, 0.643], [4.355, 1.452, -1.461], [-2.142, 2.461, -2.878], [-1.139, 1.595, -4.060], [-0.682, 3.236, -3.533], [-3.978, -0.530, 0.304], [-5.182, -1.839, -1.427], [-4.136, -2.131, -3.669], [-1.941, -1.058, -4.100], [-2.689, 3.737, -0.562], [-3.911, 3.656, 0.691], [-3.921, 2.481, -0.604], [-0.140, 3.423, 0.910], [0.111, 2.203, 2.148], [-0.909, 3.599, 2.474], [-4.123, 0.873, 2.243], [-3.310, 2.002, 3.300], [-2.651, 0.387, 3.051], [1.860, -1.886, -4.316], [0.751, -4.073, -4.414], [-0.744, -4.747, -2.517], [-0.999, -3.191, -0.633], [4.581, 0.166, -4.119], [3.981, 0.445, -5.733], [3.695, -1.082, -4.945], [3.408, 2.865, -3.862], [1.860, 3.007, -3.056], [1.970, 3.148, -4.803], [0.067, -0.357, -5.183], [1.268, 0.038, -6.387], [0.248, 1.292, -5.750], [3.192, -2.447, -0.926], [4.761, -1.752, -0.596], [4.218, -1.926, -2.249], [1.626, -0.069, 0.914], [2.413, 1.512, 0.776], [3.315, 0.117, 1.354], [4.850, 1.384, -2.420], [5.128, 1.408, -0.699], [3.894, 2.432, -1.390], [1.157, -3.015, 1.398], [-0.029, -4.029, 2.086], [0.445, -5.294, 2.490], [0.858, -6.322, 2.784], [-1.381, -3.734, 2.237], [-2.157, -2.298, 1.737], [-2.230, -4.691, 2.829], [-2.956, -5.439, 3.307], [-1.229, -0.808, 4.436], [-0.146, -0.239, 4.201], [0.456, -0.127, 3.134], [0.468, 0.443, 5.487], [-0.582, 0.232, 6.505], [-1.123, 1.547, 6.909], [-0.802, 2.441, 5.716], [0.591, 1.956, 5.326], [1.413, -0.034, 5.741], [-0.318, -0.351, 7.295], [-1.280, -0.365, 5.803], [-0.604, 1.907, 7.802], [-2.188, 1.468, 7.121], [-0.826, 3.499, 5.967], [-1.501, 2.258, 4.901], [1.333, 2.360, 6.013], [0.874, 2.224, 4.312]],
  "spin_multiplicity": 2,
  "s2": 0.88,
  "lumo_energy_ev": [-4.6, -5.4],
  "charge": 1
}


Entry 2:
{
  "formula": "C8H8Cl5NO6P2Tb",
  "method": "ωB97M-V with the def2-TZVPD basis set",
  "symbols": ["Tb", "Cl", "C", "C", "C", "Cl", "C", "Cl", "C", "Cl", "C", "Cl", "N", "C", "C", "P", "O", "O", "O", "P", "O", "O", "O", "H", "H", "H", "H", "H", "H", "H", "H"],
  "xyz": [[-0.820, 0.168, 0.134], [2.453, 0.321, -0.229], [1.855, 1.970, -0.053], [0.504, 2.088, 0.197], [-0.012, 3.364, 0.314], [-1.735, 3.494, 0.599], [0.778, 4.504, 0.206], [0.110, 6.069, 0.364], [2.149, 4.335, -0.039], [3.157, 5.710, -0.170], [2.708, 3.057, -0.177], [4.377, 2.854, -0.489], [-3.172, -2.862, -2.212], [-2.658, -2.502, -0.827], [-3.144, -3.609, 0.114], [-3.507, -0.886, -0.428], [-2.995, -0.627, 1.109], [-4.934, -1.089, -0.647], [-2.662, 0.203, -1.074], [-0.807, -2.590, -0.910], [-0.471, -1.306, -1.899], [-0.435, -3.877, -1.489], [-0.358, -1.985, 0.415], [-4.199, -2.890, -2.199], [-2.789, -3.778, -2.475], [-2.880, -2.181, -2.918], [-4.234, -3.609, 0.166], [-2.745, -3.443, 1.114], [-2.784, -4.582, -0.222], [-3.530, -0.890, 1.870], [0.245, -1.454, -2.533]],
  "spin_multiplicity": 7,
  "s2": 12.70,
  "lumo_energy_ev": [-3.6, -3.3],
  "charge": 1
}


Entry 3:
{
  "formula": "C2H6N2O",
  "method": "ωB97M-V with the def2-TZVPD basis set",
  "symbols": ["C", "C", "N", "N", "O", "H", "H", "H", "H", "H", "H"],
  "xyz": [[3.492, 0.818, -0.403], [-1.327, -0.848, -0.119], [0.282, 0.813, -0.022], [-0.835, 0.224, 0.614], [2.614, 0.205, 0.013], [0.123, 0.759, -1.073], [-0.667, -1.595, -0.435], [-2.072, -1.434, 0.544], [-1.838, -0.497, -1.054], [0.611, 1.621, 0.473], [-0.384, -0.065, 1.461]],
  "spin_multiplicity": 1,
  "lumo_energy_ev": 1.1,
  "charge": 0
}


Entry 4:
{
  "formula": "C43H49Cl2GeN4O3RuSSi",
  "method": "ωB97M-V with the def2-TZVPD basis set",
  "symbols": ["Ru", "C", "Si", "C", "C", "C", "C", "C", "C", "N", "C", "S", "H", "H", "H", "H", "H", "H", "H", "H", "H", "H", "H", "H", "Ge", "C", "C", "C", "C", "C", "C", "C", "C", "C", "C", "C", "C", "H", "H", "H", "H", "H", "H", "H", "H", "H", "H", "H", "C", "C", "C", "C", "C", "O", "C", "C", "C", "C", "C", "C", "Cl", "C", "C", "C", "N", "C", "N", "C", "N", "H", "H", "H", "H", "H", "H", "H", "H", "H", "H", "H", "H", "H", "H", "H", "H", "H", "H", "H", "H", "H", "H", "Cl", "C", "C", "C", "C", "C", "C", "C", "O", "O", "H", "H", "H", "H"],
  "xyz": [[-0.081, -0.071, -0.252], [4.650, 1.615, 4.215], [4.433, 0.055, 3.261], [4.789, -1.456, 4.253], [5.409, 0.079, 1.700], [2.514, -0.055, 2.967], [1.722, -0.032, 4.132], [0.349, -0.123, 4.092], [-0.300, -0.265, 2.856], [0.402, -0.301, 1.746], [1.785, -0.172, 1.772], [2.431, -0.109, 0.196], [5.710, 1.740, 4.450], [4.103, 1.616, 5.160], [4.332, 2.485, 3.635], [5.855, -1.475, 4.502], [4.562, -2.366, 3.692], [4.232, -1.487, 5.193], [6.464, 0.131, 1.989], [5.196, 0.948, 1.074], [5.279, -0.825, 1.100], [2.205, 0.066, 5.099], [-0.241, -0.089, 4.998], [-1.377, -0.347, 2.770], [-1.627, -2.018, 0.043], [-1.441, -3.076, -1.541], [-2.127, -2.757, -2.718], [-2.021, -3.586, -3.822], [-1.215, -4.724, -3.764], [-0.530, -5.043, -2.600], [-0.633, -4.215, -1.485], [-3.389, -1.386, 0.428], [-3.997, -1.903, 1.577], [-5.336, -1.634, 1.839], [-6.063, -0.840, 0.965], [-5.462, -0.315, -0.175], [-4.128, -0.577, -0.443], [-1.119, -2.835, 1.240], [-2.768, -1.883, -2.769], [-2.575, -3.359, -4.725], [-1.129, -5.366, -4.631], [0.077, -5.938, -2.554], [-0.095, -4.473, -0.580], [-3.442, -2.535, 2.262], [-5.810, -2.049, 2.718], [-7.102, -0.623, 1.175], [-6.040, 0.296, -0.856], [-3.668, -0.137, -1.317], [4.585, -2.251, -6.049], [3.304, -1.976, -5.248], [2.757, -3.347, -4.822], [3.737, -1.177, -4.009], [2.244, -1.210, -6.121], [2.076, -1.864, -7.377], [2.517, 0.287, -6.305], [3.707, 0.708, -7.198], [4.775, 1.488, -6.454], [4.437, 2.599, -5.688], [5.399, 3.313, -4.989], [6.721, 2.909, -5.054], [7.932, 3.791, -4.162], [7.090, 1.826, -5.821], [6.112, 1.124, -6.520], [0.791, -1.360, -5.609], [0.453, -0.621, -4.378], [0.428, -1.060, -3.147], [0.009, -0.073, -2.336], [-0.227, 0.980, -3.203], [0.023, 0.677, -4.438], [5.256, -2.858, -5.439], [5.123, -1.339, -6.295], [4.393, -2.819, -6.962], [3.571, -3.965, -4.441], [2.311, -3.874, -5.669], [2.009, -3.291, -4.026], [4.386, -1.805, -3.391], [2.903, -0.851, -3.382], [4.309, -0.288, -4.282], [2.865, -1.735, -7.914], [2.645, 0.732, -5.316], [1.606, 0.727, -6.713], [3.319, 1.316, -8.015], [4.186, -0.146, -7.679], [3.404, 2.931, -5.644], [5.133, 4.184, -4.405], [8.131, 1.534, -5.878], [6.412, 0.283, -7.135], [0.531, -2.401, -5.439], [0.137, -0.967, -6.382], [0.711, -2.055, -2.849], [-0.599, 1.939, -2.885], [-3.290, 7.804, 0.614], [-2.673, 6.207, 0.424], [-1.352, 5.948, 0.762], [-0.861, 4.666, 0.612], [-1.684, 3.655, 0.118], [-3.009, 3.930, -0.222], [-3.508, 5.209, -0.064], [-1.145, 2.316, -0.055], [0.022, 2.005, 0.397], [-1.767, 1.388, -0.657], [-0.727, 6.747, 1.136], [0.165, 4.444, 0.873], [-3.642, 3.139, -0.603], [-4.534, 5.445, -0.314]],
  "spin_multiplicity": 6,
  "s2": 8.79,
  "lumo_energy_ev": [-6.2, -9.0],
  "charge": 2
}


Entry 5:
{
  "formula": "C4H22BO19",
  "method": "ωB97M-V with the def2-TZVPD basis set",
  "symbols": ["O", "C", "O", "B", "O", "C", "O", "O", "C", "O", "C", "O", "O", "O", "H", "H", "O", "H", "H", "O", "H", "H", "O", "H", "H", "O", "H", "H", "O", "H", "H", "O", "H", "H", "O", "H", "H", "O", "H", "H", "O", "H", "H", "O", "H", "H"],
  "xyz": [[-2.203, 2.966, -1.546], [-1.533, 2.042, -1.190], [-0.341, 2.089, -0.638], [0.197, 0.737, -0.527], [-0.904, -0.166, -0.935], [-1.946, 0.551, -1.317], [-3.023, 0.182, -1.686], [0.563, 0.428, 0.885], [1.806, -0.014, 0.937], [2.436, -0.332, 1.902], [2.379, 0.065, -0.493], [1.426, 0.502, -1.292], [3.523, -0.140, -0.786], [-1.316, -1.304, 2.346], [-2.191, -0.953, 2.150], [-0.707, -0.679, 1.927], [-3.249, -2.906, -2.559], [-3.155, -1.957, -2.699], [-2.916, -3.033, -1.660], [2.721, -2.114, 4.870], [3.300, -1.661, 4.248], [2.635, -3.001, 4.509], [-3.687, 0.591, -5.107], [-3.000, 1.088, -5.556], [-4.046, 1.213, -4.454], [5.897, -0.135, 1.276], [5.149, -0.101, 0.668], [5.625, 0.417, 2.023], [0.913, 1.071, 4.082], [1.488, 0.545, 3.511], [0.027, 0.766, 3.867], [-1.314, -3.238, -0.372], [-1.953, -3.483, 0.305], [-1.030, -2.352, -0.115], [4.510, 1.456, 3.343], [3.700, 1.160, 3.773], [5.072, 1.770, 4.058], [-5.104, 1.708, 0.190], [-4.946, 1.140, -0.574], [-5.932, 2.156, -0.002], [3.807, -2.516, -2.411], [4.618, -2.925, -2.096], [3.825, -1.625, -2.031], [-4.030, 3.125, -3.708], [-3.403, 3.558, -4.294], [-3.690, 3.310, -2.820]],
  "spin_multiplicity": 1,
  "lumo_energy_ev": 2.3,
  "charge": -1
}


Entry 6:
{
  "formula": "C2H4NO2",
  "method": "ωB97M-V with the def2-TZVPD basis set",
  "symbols": ["C", "C", "N", "O", "O", "H", "H", "H", "H"],
  "xyz": [[3.971, -0.008, -0.017], [-1.125, 0.672, -0.280], [0.215, 0.190, -0.167], [5.090, 0.105, -0.163], [2.824, -0.074, 0.196], [-1.551, 0.537, 0.629], [0.136, -0.705, -0.721], [0.781, 0.053, 0.643], [0.795, 0.629, -0.969]],
  "spin_multiplicity": 1,
  "lumo_energy_ev": [-6.8, -6.8],
  "charge": 1
}


Entry 7:
{
  "formula": "C13H16N",
  "method": "ωB97M-V with the def2-TZVPD basis set",
  "symbols": ["C", "N", "C", "C", "C", "C", "C", "C", "C", "C", "C", "C", "C", "C", "H", "H", "H", "H", "H", "H", "H", "H", "H", "H", "H", "H", "H", "H", "H", "H"],
  "xyz": [[3.278, -0.806, 2.661], [2.591, -0.957, 1.382], [2.427, -2.083, 0.802], [1.972, -2.172, -0.504], [1.693, -1.224, -1.424], [1.593, 0.240, -1.215], [0.706, 0.956, -0.474], [-0.409, 0.343, 0.285], [-1.773, 0.677, -0.287], [-2.183, 2.016, -0.135], [-3.480, 2.470, -0.571], [-4.277, 1.489, -1.173], [-3.806, 0.214, -1.241], [-2.597, -0.283, -0.838], [3.261, -1.773, 3.369], [4.322, -0.403, 2.602], [2.682, -0.110, 3.317], [2.619, -0.119, 0.820], [2.445, -2.986, 1.384], [2.056, -3.179, -0.758], [1.797, -1.537, -2.540], [2.130, 0.894, -1.941], [0.704, 2.111, -0.279], [-0.185, -0.753, 0.444], [-0.221, 0.874, 1.377], [-1.404, 2.711, 0.122], [-3.879, 3.448, -0.587], [-5.212, 1.636, -1.633], [-4.474, -0.420, -1.761], [-2.377, -1.275, -1.203]],
  "spin_multiplicity": 1,
  "lumo_energy_ev": -5.3,
  "charge": 1
}


Entry 8:
{
  "formula": "C3H9N3O",
  "method": "ωB97M-V with the def2-TZVPD basis set",
  "symbols": ["C", "N", "C", "N", "O", "H", "H", "H", "H", "H", "H", "C", "N", "H", "H", "H"],
  "xyz": [[0.400, 2.097, 0.200], [-0.170, 0.784, 0.359], [-1.499, 0.586, 0.107], [-1.863, -0.701, 0.341], [-2.286, 1.429, -0.293], [0.112, 2.511, -0.771], [0.032, 2.747, 0.998], [1.487, 2.010, 0.259], [0.157, 0.228, 1.139], [-2.810, -0.898, 0.041], [-1.194, -1.397, 0.014], [1.781, -2.173, -0.364], [0.671, -1.776, -0.885], [2.017, -3.246, -0.297], [2.522, -1.461, 0.036], [0.643, -0.741, -0.886]],
  "spin_multiplicity": 1,
  "lumo_energy_ev": 0.7,
  "charge": 0
}


Entry 9:
{
  "formula": "C6H9N",
  "method": "ωB97M-V with the def2-TZVPD basis set",
  "symbols": ["C", "N", "C", "C", "C", "C", "C", "H", "H", "H", "H", "H", "H", "H", "H", "H"],
  "xyz": [[-1.684, 0.763, -0.537], [-0.597, 0.347, 0.010], [-0.082, -0.982, 0.500], [0.835, -0.729, -0.680], [0.868, 0.679, -0.118], [1.281, 0.585, 1.368], [0.651, -0.516, 1.778], [-2.590, 0.181, -0.427], [-1.702, 1.737, -1.009], [-1.100, -0.271, -2.390], [-0.804, -1.800, 0.542], [-0.396, -0.557, -2.088], [1.710, -1.324, -0.928], [1.121, 1.563, -0.707], [1.888, 1.289, 1.925], [0.602, -0.966, 2.761]],
  "spin_multiplicity": 1,
  "lumo_energy_ev": [1.0, 1.0],
  "charge": 0
}


Entry 10:
{
  "formula": "C6H9NO2",
  "method": "ωB97M-V with the def2-TZVPD basis set",
  "symbols": ["O", "C", "C", "C", "C", "C", "C", "O", "N", "H", "H", "H", "H", "H", "H", "H", "H", "H"],
  "xyz": [[3.132, -0.166, 0.917], [2.771, -0.491, -0.174], [1.517, 0.090, -0.767], [0.320, -0.865, -0.385], [-0.956, -0.068, -0.191], [-0.775, 0.780, 0.954], [0.314, 1.786, 0.554], [0.211, 2.240, -0.794], [1.324, 1.394, -0.289], [3.302, -1.329, -0.718], [1.524, 0.045, -1.907], [0.432, -1.480, 0.535], [0.471, -1.471, -1.260], [-1.390, 0.486, -1.017], [-1.750, -0.743, 0.073], [-1.680, 1.277, 1.164], [-0.408, 0.462, 1.952], [0.333, 2.584, 1.178]],
  "spin_multiplicity": 1,
  "lumo_energy_ev": 1.0,
  "charge": 0
}


Entry 11:
{
  "formula": "C20H19AuNO3P",
  "method": "ωB97M-V with the def2-TZVPD basis set",
  "symbols": ["Au", "O", "C", "O", "C", "P", "C", "C", "C", "C", "C", "C", "C", "C", "C", "C", "C", "C", "H", "H", "H", "H", "H", "H", "H", "H", "H", "H", "H", "H", "O", "C", "C", "C", "C", "C", "C", "N", "H", "H", "H", "H", "H", "H", "H"],
  "xyz": [[0.332, -0.135, 0.053], [0.006, 2.187, 3.780], [0.281, 1.741, 2.710], [-0.218, 1.653, 1.596], [1.786, 1.016, 2.799], [2.334, 0.571, 1.120], [3.572, -0.733, 1.312], [4.287, -0.928, 2.496], [5.239, -1.931, 2.541], [5.464, -2.744, 1.438], [4.731, -2.565, 0.273], [3.772, -1.572, 0.210], [3.019, 2.055, 0.355], [2.179, 3.109, -0.032], [2.737, 4.268, -0.539], [4.118, 4.362, -0.698], [4.945, 3.305, -0.332], [4.405, 2.138, 0.173], [1.633, 0.134, 3.427], [2.465, 1.719, 3.294], [4.133, -0.299, 3.359], [5.811, -2.083, 3.442], [6.200, -3.533, 1.489], [4.909, -3.200, -0.580], [3.176, -1.437, -0.681], [1.105, 3.023, 0.060], [2.100, 5.089, -0.833], [4.545, 5.257, -1.128], [6.015, 3.393, -0.442], [5.048, 1.319, 0.457], [0.536, -1.779, -1.704], [0.165, -3.096, -1.324], [-0.150, -3.197, 0.146], [-0.147, -4.433, 0.790], [-0.549, -4.507, 2.112], [-0.985, -3.355, 2.756], [-0.928, -2.158, 2.067], [-0.495, -2.101, 0.812], [0.320, -1.627, -2.634], [0.981, -3.789, -1.572], [-0.735, -3.416, -1.864], [0.166, -5.316, 0.256], [-0.534, -5.452, 2.637], [-1.352, -3.376, 3.769], [-1.254, -1.229, 2.515]],
  "spin_multiplicity": 1,
  "lumo_energy_ev": [-10.5, -10.8],
  "charge": 2
}


Entry 12:
{
  "formula": "C7H8O3S",
  "method": "ωB97M-V with the def2-TZVPD basis set",
  "symbols": ["C", "C", "C", "C", "C", "C", "C", "O", "O", "O", "S", "H", "H", "H", "H", "H", "H", "H", "H"],
  "xyz": [[-2.371, 0.882, 0.758], [-2.415, -0.394, -1.014], [-1.088, 0.590, 0.476], [-1.108, -0.217, -0.706], [0.159, 0.935, 1.188], [1.366, -0.550, -1.097], [1.647, -1.686, -0.179], [2.793, 0.954, 0.499], [1.353, 2.104, -1.110], [-3.210, 0.234, -0.091], [1.544, 0.988, -0.180], [-2.705, 1.217, 1.753], [-2.859, -0.795, -1.787], [0.206, 2.018, 1.466], [0.225, 0.168, 1.901], [1.398, -0.594, -2.111], [1.094, -1.576, 0.690], [2.662, -1.705, 0.190], [1.308, -2.572, -0.648]],
  "spin_multiplicity": 1,
  "lumo_energy_ev": [-1.3, -1.4],
  "charge": 0
}